27
Properties=species:S:1:pos:R:3:forces:R:3 method="wB97M-V/def2-TZVPD" lumo_energy_ev="-0.6 / -0.6" homo_ev="-7.7 / -7.7" smiles="CSC(SC)=C(N=O)C(C)(C)C" relative_energy_kcal_mol=106.49
C -0.634 0.511 -0.278 0.7 -0.3 -0.1
C 0.782 0.520 -0.822 -0.2 0.2 0.1
C -2.567 -0.190 1.047 0.2 0.0 -0.1
C -0.294 -1.108 1.592 -0.2 0.0 -0.2
C -1.473 -1.830 -0.495 -0.1 0.0 0.1
C 1.305 2.451 1.054 0.0 -0.2 -0.2
C 2.902 -0.532 -2.311 -0.4 0.1 0.2
C -1.229 -0.655 0.463 -0.1 -0.1 0.1
N -1.224 1.610 -0.539 -0.4 0.5 0.1
O -0.473 2.390 -1.267 0.5 -0.3 -0.2
S 2.103 1.190 0.039 -0.2 0.2 -0.2
S 1.101 -0.592 -2.074 0.2 0.3 0.1
H -2.984 -0.961 1.689 0.0 -0.2 0.1
H -2.434 0.721 1.625 0.0 0.1 0.1
H -3.266 0.026 0.245 -0.1 0.1 0.0
H -0.703 -1.994 2.073 0.0 -0.1 0.1
H -0.186 -0.332 2.346 0.0 0.1 0.1
H 0.693 -1.358 1.206 0.1 -0.1 0.0
H -2.160 -2.542 -0.038 0.0 -0.1 0.0
H -0.544 -2.348 -0.727 0.0 -0.1 0.0
H -1.913 -1.475 -1.426 -0.1 0.0 0.0
H 0.796 3.132 0.374 0.0 0.0 0.0
H 2.094 2.955 1.603 0.1 -0.1 0.1
H 0.592 1.989 1.729 -0.1 0.0 0.1
H 3.403 -0.969 -1.453 0.1 0.0 0.0
H 3.210 0.500 -2.449 0.1 0.0 -0.1
H 3.104 -1.112 -3.205 0.0 -0.1 -0.1

26
Properties=species:S:1:pos:R:3:forces:R:3 method="wB97M-V/def2-TZVPD" lumo_energy_ev="3.4 / 3.4" homo_ev="-4.1 / -4.4" relative_energy_kcal_mol=0.00 charge=-1
C -2.040 -0.289 -2.208 0.6 -0.4 -2.1
C -1.801 -0.511 -0.955 0.5 0.4 0.1
C -2.260 -1.637 -0.066 0.9 -0.6 -1.7
C 0.619 1.443 -1.797 -1.1 -0.3 -0.8
C 1.368 -1.382 0.104 -2.7 1.8 -1.5
C 2.132 1.125 1.779 0.0 -0.6 1.5
C -0.558 -0.258 2.079 -0.9 2.6 -0.9
C 0.132 1.478 -0.423 -2.6 -0.2 2.1
O -3.283 -1.408 0.526 -2.3 0.5 2.0
O -1.632 -2.689 -0.244 0.7 -0.6 0.2
Si 0.748 0.246 0.816 -0.7 0.2 0.9
H -1.527 0.512 -2.717 -0.2 0.5 -0.1
H -2.402 -1.006 -2.996 -0.2 0.3 1.3
H 1.161 0.521 -2.053 0.0 0.3 0.3
H 1.232 2.298 -1.926 0.9 0.9 -0.7
H -0.210 1.489 -2.537 0.5 0.3 0.3
H 2.067 -1.311 -0.671 2.0 0.0 -0.6
H 1.526 -2.063 0.884 0.5 -1.2 0.8
H 0.485 -1.682 -0.529 0.3 -0.3 1.1
H 1.973 1.853 2.611 -0.6 -0.7 -0.5
H 2.758 0.322 2.203 0.1 0.2 -0.1
H 2.721 1.671 1.098 1.0 0.6 -1.1
H -1.571 -0.340 1.680 0.3 -0.4 -0.2
H -0.258 -1.162 2.487 0.4 -1.8 1.2
H -0.709 0.525 2.834 0.5 -0.2 0.2
H -0.670 2.253 0.023 2.0 -1.5 -1.6

32
Properties=species:S:1:pos:R:3:forces:R:3 method="wB97M-V/def2-TZVPD" lumo_energy_ev="0.2 / 0.3" homo_ev="-8.8 / -9.8" spin_multiplicity=3 s2=2.013
V 28.141 -15.828 8.778 -1.5 1.0 2.9
C 24.855 -13.472 9.313 -0.4 -0.1 -0.5
C 26.076 -14.318 9.148 0.9 -0.5 0.1
O 26.662 -14.427 8.029 0.3 -0.3 -0.5
O 26.597 -14.933 10.116 0.3 -0.3 -0.2
H 24.240 -13.540 8.414 0.1 0.0 0.0
H 25.161 -12.432 9.418 0.0 0.0 0.2
H 24.245 -13.794 10.152 0.2 0.1 0.2
C 31.494 -14.030 10.143 0.0 0.1 0.2
C 30.136 -14.536 9.764 -0.6 -0.5 -0.4
O 29.590 -14.151 8.688 -0.2 -0.3 -0.6
O 29.515 -15.410 10.431 0.1 -0.4 -0.3
H 31.420 -13.005 10.506 0.0 0.0 -0.1
H 32.110 -14.038 9.246 0.1 0.1 0.0
H 31.944 -14.630 10.929 -0.1 -0.1 0.0
C 25.996 -19.183 9.591 -0.3 -0.3 0.1
C 26.849 -17.997 9.299 0.9 0.8 0.1
O 26.809 -17.394 8.180 -0.4 0.1 -0.6
O 27.660 -17.531 10.139 0.2 -0.1 -0.1
H 26.176 -19.596 10.581 0.2 0.2 0.0
H 26.172 -19.972 8.860 -0.1 0.1 -0.1
H 24.945 -18.892 9.554 0.0 0.0 -0.2
C 29.847 -17.684 6.812 -0.4 0.5 0.4
C 29.615 -16.430 6.008 0.9 0.4 -0.4
O 28.399 -15.841 6.446 0.6 -0.4 -0.4
O 29.814 -17.305 8.212 0.1 0.3 -0.9
H 30.825 -18.114 6.614 -0.1 -0.2 -0.3
H 28.994 -18.340 6.619 0.3 -0.4 0.0
H 29.628 -16.644 4.935 -0.4 -0.3 0.1
H 30.444 -15.718 6.122 -0.1 0.0 0.4
H 27.923 -15.494 5.688 -0.3 0.2 0.3
H 30.305 -17.959 8.715 -0.3 0.1 0.4

Number 1: DFT total energy -1240.0658 hartree. Number 2: DFT total energy -753.6977 hartree. Number 3: DFT total energy -1859.9014 hartree.